{
  "formula": "C6H18KO3",
  "method": "ωB97M-V with the def2-TZVPD basis set",
  "species": ["K", "C", "C", "O", "H", "H", "H", "H", "H", "H", "C", "C", "O", "H", "H", "H", "H", "H", "H", "C", "C", "O", "H", "H", "H", "H", "H", "H"],
  "positions_angstrom": [[17.53601, 13.37776, 17.03528], [17.70309, 15.03068, 19.59090], [17.47260, 13.63258, 20.07603], [17.40293, 12.67547, 19.12036], [16.74568, 15.34262, 19.17357], [18.40240, 15.14697, 18.76293], [17.95553, 15.75394, 20.36632], [16.56694, 13.62507, 20.68251], [18.34096, 13.47545, 20.71585], [17.55433, 11.77964, 19.43049], [16.54982, 15.55716, 14.39832], [16.28088, 14.08907, 14.78235], [17.51198, 13.39083, 14.96481], [16.86654, 15.62820, 13.35777], [17.27047, 15.99789, 15.08719], [15.64282, 16.13560, 14.57399], [15.61905, 13.57930, 14.08219], [15.77238, 14.10053, 15.74640], [17.90661, 13.23848, 14.10303], [14.64016, 15.24887, 17.65215], [15.78358, 16.23893, 17.32706], [16.97357, 15.50891, 17.06104], [13.65498, 15.69204, 17.79751], [14.87301, 14.72587, 18.57970], [14.53664, 14.55601, 16.81710], [15.93009, 16.96852, 18.12351], [15.50091, 16.81426, 16.44548], [17.69559, 16.13755, 17.13247]],
  "e_above_lowest_kj_mol": 369.7,
  "charge": 1
}